The following is a DFT calculation (the ωB97M-V functional and the def2-TZVPD basis) of a structure of composition C8H14Br21ClN3O5P2 in a non-equilibrium geometry.

```
54
C8H14Br21ClN3O5P2 the ωB97M-V functional and the def2-TZVPD basis
Br -8.43826 -1.87035 0.27411
Br 3.21770 -1.47983 -0.25296
Br 9.16720 -0.87379 1.38094
Br -13.24192 1.57055 3.53829
Br 9.32431 -3.92930 6.80142
Br 10.75305 1.89621 2.58982
Br -10.15350 2.44830 3.81273
Br -6.97057 -0.77690 2.92635
Br 10.85654 -4.34792 3.99757
Br 7.23501 -0.98882 -1.19548
Br 11.32438 0.33769 5.35188
Br 1.41956 -4.09423 0.30918
Br -10.17688 -1.09508 2.87423
Br -2.57648 -2.23218 -1.21750
Br 6.08589 0.03430 1.63598
Br 7.64351 -4.10933 4.05790
Br -4.28669 -2.81846 1.45001
Br 13.19644 -0.19576 2.78374
Br -4.72900 -0.07185 -0.17630
Br -11.52485 2.26838 0.90216
Br 0.70687 -2.14865 -2.15888
Cl 0.71234 1.12846 0.53263
P -0.42430 2.31491 -0.87677
P -1.69675 3.09554 -4.83983
O -1.84857 1.60791 -5.79649
O -2.50327 4.20152 -5.68798
O 0.78325 2.91652 -1.97658
O -4.31412 1.12732 -3.97956
O -0.03930 3.62622 -4.81428
N -1.56741 1.18304 -1.64059
N -3.37553 0.53835 -3.19473
N -2.48727 2.97925 -3.25096
C -4.26655 -1.95767 -0.29437
C 2.11978 -2.87985 -1.03956
C 9.31551 -3.56570 4.89044
C 12.10386 1.09859 3.74018
C -11.79839 2.63970 2.79198
C -8.47890 -1.77974 2.21678
C -2.41043 1.60540 -2.63679
C 7.35018 -1.14199 0.74034
H -1.58546 0.19131 -1.31287
H 7.06888 -2.16861 0.99713
H -2.84974 -0.20514 -3.70659
H 2.77227 -3.46899 -1.69240
H -12.10344 3.68839 2.87088
H -8.38309 -2.80586 2.58681
H -5.04254 -2.43998 -0.89789
H -2.23776 3.74979 -2.59705
H 9.39388 -2.48004 4.77118
H 12.77061 1.90683 4.05832
H -4.32460 0.54496 -4.81585
H 0.79275 2.25830 -2.75225
H -2.64199 1.75265 -6.42092
H 0.36377 3.21562 -5.65756
```

Calculated values
**Charge**: +1
**DFT total energy**: -56050.5201 a.u.
**Frontier orbital gap**: 6.25 eV
**Highest occupied orbital energy**: -11.45 eV
**Max |F|**: 9.1 eV Å⁻¹
**Spin multiplicity**: 1
**Lowest unoccupied orbital energy**: -5.2 eV

Results of the Löwdin charge analysis, in e, for atoms 1 through 5:
1 Br 0.55
2 Br 0.53
3 Br 0.53
4 Br 0.56
5 Br 0.56

---

The following is a DFT calculation (the ωB97M-V functional and the def2-TZVPD basis) of a structure of composition C8H14Br2Cl5InO2PS in a non-equilibrium geometry.

```
34
C8H14Br2Cl5InO2PS the ωB97M-V functional and the def2-TZVPD basis
In -0.28032 3.28648 0.00339
Br -1.20787 4.36984 3.21390
Br 0.57037 2.43028 -2.33066
Cl 0.47052 -3.55524 1.50599
Cl -0.42545 -4.91528 -1.50013
Cl 2.60135 -0.22418 -1.07276
Cl -1.30521 -0.33847 0.00129
Cl 3.46231 -3.53183 -1.15855
S 1.13138 6.63343 -0.86253
P -0.50869 5.80632 -0.13753
O -3.15643 0.92542 -1.73444
O 0.79437 2.59460 4.37788
C 0.30389 3.05818 3.19532
C 2.32375 -1.37015 -2.40818
C -2.39245 2.44575 0.27322
C 0.95441 2.54104 1.75275
C -0.56699 -5.67468 0.10516
C 2.03361 -2.77598 -1.90761
C -0.88931 -4.66266 1.19283
C -2.41724 1.03870 -0.62723
H 1.22207 -2.78293 -1.17342
H 2.07712 2.94233 1.71658
H 1.46771 -0.99346 -2.97532
H -1.37005 -6.41400 0.03554
H 1.02260 1.35723 1.73361
H -3.21218 3.17068 -0.19142
H -1.58680 6.10941 -1.08499
H 3.20099 -1.34810 -3.06239
H -1.76550 -4.05959 0.93541
H 1.73944 -3.41571 -2.74504
H -0.86445 6.46877 1.09113
H -2.69564 2.27118 1.39203
H 0.36705 -6.20616 0.31288
H -1.09837 -5.18122 2.13330
```

Calculated values
**Charge**: -1
**DFT total energy**: -8842.4016 a.u.
**Frontier orbital gap**: 7.03 eV
**Highest occupied orbital energy**: -4.89 eV
**Max |F|**: 9.3 eV Å⁻¹
**Spin multiplicity**: 1
**Lowest unoccupied orbital energy**: 2.1 eV

Results of the Löwdin charge analysis, in e, for atoms 1 through 5:
1 In 0.16
2 Br 0.62
3 Br -0.04
4 Cl 0.56
5 Cl 0.59

---

The following is a DFT calculation (the ωB97M-V functional and the def2-TZVPD basis) of a cluster of 3 separate species, C8H14Br4O3 in total.

```
29
C8H14Br4O3 the ωB97M-V functional and the def2-TZVPD basis
Br 3.60726 -5.92677 1.77920
Br -1.77913 -0.88667 -1.33553
Br 5.24355 -5.64122 -1.47674
Br 1.49418 -1.89474 -0.53368
O -3.68922 5.89489 -1.83214
O -2.25231 6.08651 -0.11588
O -2.85629 4.06439 -0.82984
C 2.82984 -5.59680 0.03177
C -1.08825 -1.13442 0.44847
C -2.97571 5.39391 -1.03330
C 3.70826 -4.69984 -0.78049
C -1.48715 5.19394 0.67640
C -0.09064 -2.24429 0.52650
C -0.93430 2.80414 -0.09957
C -2.01174 3.79158 0.30521
H -0.42829 5.29698 0.42845
H 3.17194 -4.31307 -1.64156
H 0.28563 -2.30973 1.54679
H -0.50900 -3.20010 0.23083
H -0.27329 2.58382 0.74031
H -0.64769 -0.20511 0.80138
H 4.04517 -3.86653 -0.17176
H -1.62187 5.43643 1.72824
H -2.63197 3.35997 1.09281
H -1.93966 -1.36570 1.08474
H -1.39203 1.87598 -0.44185
H 2.71741 -6.57772 -0.41737
H -0.35114 3.22945 -0.91704
H 1.85643 -5.14928 0.20567
```

Calculated values
**DFT total energy**: -10835.0205 a.u.
**SMILES string**: C[C@H]1COC(=O)O1.BrCCBr.BrCCBr
**Frontier orbital gap**: 10.41 eV
**Highest occupied orbital energy**: -10.17 eV
**Relative energy (zero: lowest compared OMol25 entry of this formula, charge and spin)**: 11.4 kJ/mol
**Max |F|**: 0.8 eV Å⁻¹
**Spin multiplicity**: 1
**Lowest unoccupied orbital energy**: 0.2 eV

Results of the Löwdin charge analysis, in e, for atoms 1 through 5:
1 Br 0.61
2 Br 0.65
3 Br 0.63
4 Br 0.66
5 O 0.17

---

The following is a DFT calculation (the ωB97M-V functional and the def2-TZVPD basis) of the ion C8H14BrN4O with charge +1 in a non-equilibrium geometry.

```
28
C8H14BrN4O the ωB97M-V functional and the def2-TZVPD basis
Br -1.95221 -2.10575 0.40281
O 3.30226 -0.90052 0.35604
N -1.41024 0.66194 0.79377
N 0.58453 -0.43663 0.12532
N -3.06631 1.43443 -0.67414
N -3.18627 2.03352 1.52756
C -2.49581 1.36398 0.56989
C 1.50960 0.69168 0.01540
C 2.35867 -1.91775 0.49860
C -0.82659 -0.23242 -0.23649
C -1.16981 0.13119 -1.68968
C -2.52518 0.94457 -1.69015
C 1.22693 -1.66054 -0.37917
C 2.75002 0.34778 0.81176
H -2.96849 1.15747 -2.67781
H -2.91554 1.98402 2.42851
H 0.40879 -2.47444 -0.35084
H 3.45397 1.12935 0.38811
H 2.02584 -2.02299 1.64249
H 1.79165 0.74882 -1.02336
H -0.27218 0.57060 -2.20814
H 1.54309 -1.39333 -1.40698
H 0.58844 -0.56159 1.19218
H 2.84396 -2.93752 0.22102
H -4.06935 2.40552 1.15968
H 1.17870 1.62934 0.45248
H 2.58484 0.28583 1.95357
H -1.29334 -0.87656 -2.20242
```

Calculated values
**Charge**: +1
**DFT total energy**: -3181.0938 a.u.
**Frontier orbital gap (spin up / spin down)**: 6.46 / 6.37 eV
**Highest occupied orbital energy (spin up / spin down)**: -10.09 / -13.39 eV
**Max |F|**: 5.8 eV Å⁻¹
**Spin multiplicity**: 3
**Lowest unoccupied orbital energy (spin up / spin down)**: -3.6 / -7.0 eV

Results of the Löwdin charge analysis, in e, for atoms 1 through 5:
1 Br 0.57
2 O -0.12
3 N 0.15
4 N -0.13
5 N 0.12

---

The following is a DFT calculation (the ωB97M-V functional and the def2-TZVPD basis) of an isolated molecule of C8H14Cl2 in a non-equilibrium geometry.

```
24
C8H14Cl2 the ωB97M-V functional and the def2-TZVPD basis
Cl -2.98682 -1.78959 0.34162
Cl -0.50132 -3.09957 0.50341
C 0.68662 0.18928 0.24270
C -1.46951 -2.03653 -0.40408
C 0.69811 -0.14785 1.80092
C -0.92189 -0.99134 -1.40987
C -0.66187 -0.04995 -0.37944
C 1.78893 -0.45820 -0.53915
C -1.74814 1.05846 -0.20486
C 1.00258 1.74768 0.05214
H -2.55382 0.43822 0.09261
H 0.86004 2.20203 -0.86343
H -1.28503 1.66528 0.61428
H 0.45290 2.36207 0.75057
H 2.73168 -0.26195 -0.12904
H 0.47891 0.77907 2.19691
H -1.96428 1.66227 -1.03747
H 1.64001 -1.56988 -0.49347
H -1.71600 -0.61172 -2.04940
H 2.07670 1.79726 0.25219
H 1.88502 -0.11827 -1.63183
H -0.19602 -1.54034 -2.03291
H -0.01860 -0.87583 2.09672
H 1.72180 -0.35060 2.23088
```

Calculated values
**DFT total energy**: -1233.4601 a.u.
**Frontier orbital gap (spin up / spin down)**: 7.90 / 7.83 eV
**Highest occupied orbital energy (spin up / spin down)**: -7.30 / -7.26 eV
**Relative energy (zero: lowest compared OMol25 entry of this formula, charge and spin)**: 335.0 kJ/mol
**Max |F|**: 4.5 eV Å⁻¹
**Spin multiplicity**: 1
**Lowest unoccupied orbital energy (spin up / spin down)**: 0.6 / 0.6 eV

Results of the Löwdin charge analysis, in e, for atoms 1 through 5:
1 Cl 0.63
2 Cl 0.64
3 C -0.52
4 C -1.07
5 C -0.01

---

The following is a DFT calculation (the ωB97M-V functional and the def2-TZVPD basis) of a cluster of 2 separate species, C8H14Cl2F3N3O4 in total in a non-equilibrium geometry.

```
34
C8H14Cl2F3N3O4 the ωB97M-V functional and the def2-TZVPD basis
Cl -2.56658 -1.27824 -0.37294
Cl 0.23118 1.61359 -2.93184
F 3.88159 -2.00469 1.81165
F 4.42636 -0.38087 0.46383
F 3.16966 -2.01173 -0.24540
O -0.89866 -2.09419 2.45787
O 2.42024 0.35406 2.31713
O -1.51391 -0.81496 4.19058
O 0.57209 -1.62530 4.10331
N 0.42727 1.09767 0.51496
N -1.69993 1.47148 -0.39319
N -1.10207 -0.66240 0.16782
C -0.80127 0.58989 0.08199
C -0.54349 -1.57266 3.52834
C -1.97545 0.65052 -4.14915
C 2.18233 -0.48125 1.23504
C 1.65396 0.36540 0.12609
C -2.19004 1.35971 -1.79327
C -1.28501 0.68534 -2.78287
C 3.43078 -1.22101 0.81928
H 1.53086 -0.21681 -0.77047
H 1.47607 -1.23811 1.55793
H -0.49939 -1.35080 0.61911
H -1.75435 -0.26072 -4.67141
H -1.05758 -0.33265 -2.51789
H -3.04280 0.68849 -3.99556
H -1.70852 1.51267 -4.72696
H 0.39950 1.15920 1.53403
H -2.34018 2.36880 -2.13263
H 2.39711 1.11875 -0.06974
H 2.24064 -0.20782 3.10735
H -1.28845 2.37761 -0.24429
H -1.02065 -0.53374 4.97462
H -3.15131 0.87480 -1.81333
```

Calculated values
**DFT total energy**: -1998.4275 a.u.
**Frontier orbital gap**: 7.94 eV
**Highest occupied orbital energy**: -8.45 eV
**Max |F|**: 1.3 eV Å⁻¹
**Spin multiplicity**: 1
**Lowest unoccupied orbital energy**: -0.5 eV

Results of the Löwdin charge analysis, in e, for atoms 1 through 5:
1 Cl 0.85
2 Cl 0.68
3 F 0.17
4 F 0.15
5 F 0.14